<w>
DFT (wB97M-V/def2-TZVPD) results for C6H9ClS in the gas phase.

Computed properties:
* HOMO energy: -9.15 eV
* gap between HOMO and LUMO: 9.74 eV
* LUMO level: 0.6 eV

CARTESIAN COORDINATES (ANGSTROEM)
C (0.34, -0.42, -0.21)
C (1.72, -0.82, 0.32)
C (0.43, 1.10, -0.50)
C (-1.03, 1.64, -0.22)
C (-1.79, 0.74, 0.39)
C (-0.86, -0.29, 0.89)
H (-1.13, -2.48, -1.11)
H (1.82, -1.89, 0.75)
H (1.94, -0.19, 1.18)
H (0.42, 1.31, -1.63)
H (1.42, 1.29, 0.16)
H (-1.42, 2.44, -0.76)
H (-2.90, 0.78, 0.63)
H (-1.19, -1.39, 1.06)
H (-0.31, 0.02, 1.89)
S (-0.36, -1.30, -1.75)
Cl (2.89, -0.55, -1.09)

These are the Löwdin partial charges, in e, on atoms 1 to 5: atom 1 (C): -0.83, atom 2 (C): -0.54, atom 3 (C): -0.22, atom 4 (C): -0.09, atom 5 (C): -0.13


<x>
DFT (wB97M-V/def2-TZVPD) results for a molecular structure, C6H9ClS.

Computed properties:
* HOMO energy: -6.29 eV
* gap between HOMO and LUMO: 5.83 eV
* LUMO level: -0.5 eV

CARTESIAN COORDINATES (ANGSTROEM)
C (-1.72, 1.22, 1.84)
C (-1.01, 0.86, 0.56)
C (-1.85, 0.81, -0.60)
C (-2.59, 0.77, -1.56)
C (1.80, -1.89, -0.50)
C (2.19, -0.43, -0.58)
H (-2.21, 2.20, 1.73)
H (-2.51, 0.49, 2.04)
H (-1.02, 1.24, 2.67)
H (-3.22, 0.73, -2.42)
H (0.79, -2.01, -0.11)
H (1.85, -2.36, -1.49)
H (2.49, -2.42, 0.16)
H (3.20, -0.30, -0.98)
H (2.15, 0.05, 0.40)
S (0.58, 0.56, 0.46)
Cl (1.09, 0.49, -1.65)

These are the Löwdin partial charges, in e, on atoms 1 to 5: atom 1 (C): -0.12, atom 2 (C): -0.69, atom 3 (C): -0.20, atom 4 (C): 0.13, atom 5 (C): -0.16


Stability, lowest: <x>


<w>
DFT (wB97M-V/def2-TZVPD) results for a molecular structure, C3H5FOS.

Computed properties:
* HOMO energy: -9.67 eV
* gap between HOMO and LUMO: 9.96 eV
* LUMO level: 0.3 eV

CARTESIAN COORDINATES (ANGSTROEM)
C (1.97, -0.34, -0.01)
C (-0.46, 0.17, -0.26)
C (-1.89, 0.12, 0.12)
H (2.16, -0.24, 1.22)
H (1.81, 0.87, -0.53)
H (3.08, -0.90, -0.76)
H (-1.89, 0.32, 1.40)
H (-2.76, 1.09, -0.21)
O (0.11, 1.26, -0.42)
F (-2.63, -1.07, -0.34)
S (0.50, -1.28, -0.21)

These are the Löwdin partial charges, in e, on atoms 1 to 5: atom 1 (C): -0.52, atom 2 (C): -0.77, atom 3 (C): -0.16, atom 4 (H): 0.08, atom 5 (H): 0.13


<x>
DFT (wB97M-V/def2-TZVPD) results for a molecular structure, C3H5FOS.

Computed properties:
* HOMO energy: -8.75 eV
* gap between HOMO and LUMO: 9.06 eV
* LUMO level: 0.3 eV

CARTESIAN COORDINATES (ANGSTROEM)
C (1.59, -1.15, -0.18)
C (-0.39, 0.06, 0.25)
C (-1.23, 1.28, -0.20)
H (0.80, -1.98, 0.21)
H (2.29, -0.46, 0.73)
H (1.86, -1.21, -1.27)
H (-0.73, 2.25, 0.16)
H (-1.61, 1.32, -1.16)
O (0.60, -0.16, -0.55)
F (-2.34, 1.11, 0.61)
S (-0.83, -1.06, 1.40)

These are the Löwdin partial charges, in e, on atoms 1 to 5: atom 1 (C): -0.09, atom 2 (C): -0.78, atom 3 (C): -0.14, atom 4 (H): 0.04, atom 5 (H): 0.20


<y>
DFT (wB97M-V/def2-TZVPD) results for C3H5FOS in the gas phase.

Computed properties:
* HOMO energy: -9.94 eV
* gap between HOMO and LUMO: 10.60 eV
* LUMO level: 0.7 eV

CARTESIAN COORDINATES (ANGSTROEM)
C (-1.27, 0.26, 0.05)
C (0.06, 0.17, 0.73)
C (1.02, -0.81, -0.03)
H (-0.32, 1.79, -1.49)
H (-0.07, -0.33, 1.71)
H (0.60, 1.14, 0.89)
H (0.67, -1.89, 0.10)
H (2.03, -0.79, 0.35)
O (-2.18, -0.43, 0.43)
F (1.08, -0.43, -1.36)
S (-1.60, 1.31, -1.39)

These are the Löwdin partial charges, in e, on atoms 1 to 5: atom 1 (C): -0.78, atom 2 (C): -0.15, atom 3 (C): -0.20, atom 4 (H): -0.12, atom 5 (H): 0.13


Stability, lowest: <w>


<w>
DFT (wB97M-V/def2-TZVPD) results for C10H15N5 in the gas phase.

Computed properties:
* HOMO energy (alpha / beta): -8.03 / -8.85 eV
* gap between HOMO and LUMO (alpha / beta): 8.26 / 7.94 eV
* LUMO level (alpha / beta): 0.2 / -0.9 eV

CARTESIAN COORDINATES (ANGSTROEM)
C (0.32, -1.55, -0.42)
C (-0.23, -0.29, -0.71)
C (1.80, -1.81, -0.63)
C (0.20, 1.01, -1.38)
C (2.53, -1.36, 0.63)
C (1.12, 1.70, -0.40)
C (2.04, -0.03, 1.20)
C (2.42, 1.09, 0.21)
C (-2.51, 0.54, -0.26)
C (-3.85, 0.11, 0.08)
N (-0.60, -2.27, 0.18)
N (-1.70, -1.65, 0.22)
N (-1.55, -0.43, -0.36)
N (-4.73, 0.97, 1.00)
N (-5.22, 0.50, -0.21)
H (1.82, -2.81, -0.89)
H (1.93, -1.40, -1.61)
H (0.68, 0.99, -2.32)
H (-0.67, 1.55, -1.53)
H (2.46, -2.22, 1.44)
H (3.65, -1.34, 0.56)
H (1.23, 2.63, -0.87)
H (0.57, 1.92, 0.45)
H (1.04, 0.09, 1.39)
H (2.64, -0.02, 2.07)
H (2.98, 0.80, -0.65)
H (2.95, 1.98, 0.64)
H (-2.23, 1.49, 0.03)
H (-3.97, -0.89, 0.32)
H (-5.14, 0.69, 1.81)

These are the Löwdin partial charges, in e, on atoms 1 to 5: atom 1 (C): -0.26, atom 2 (C): -0.12, atom 3 (C): -0.13, atom 4 (C): -0.10, atom 5 (C): -0.19


<x>
DFT (wB97M-V/def2-TZVPD) results for 5 unconnected molecules or ions with the total composition C10H15N5.

Computed properties:
* HOMO energy: -11.59 eV
* gap between HOMO and LUMO: 11.63 eV
* LUMO level: 0.0 eV

CARTESIAN COORDINATES (ANGSTROEM)
C (6.03, -1.68, 5.88)
C (5.41, -0.81, 4.89)
N (4.93, -0.11, 4.10)
H (5.30, -1.73, 6.68)
H (6.92, -1.20, 6.28)
H (6.20, -2.68, 5.49)
C (-3.49, 1.01, 0.98)
C (-4.45, -0.06, 0.90)
N (-5.16, -0.98, 0.84)
H (-3.74, 1.74, 1.76)
H (-3.50, 1.41, -0.03)
H (-2.60, 0.40, 1.12)
C (-0.60, 4.62, -0.63)
C (-1.16, 5.50, 0.47)
N (-1.58, 6.20, 1.28)
H (0.33, 5.17, -0.82)
H (-1.28, 4.56, -1.48)
H (-0.14, 3.73, -0.20)
C (-2.59, -3.79, -5.21)
C (-3.44, -4.37, -6.31)
N (-4.13, -4.78, -7.13)
H (-2.62, -4.61, -4.49)
H (-2.99, -2.86, -4.81)
H (-1.59, -3.57, -5.56)
C (1.98, -0.05, -0.31)
C (1.03, -0.28, -1.37)
N (0.38, -0.48, -2.35)
H (1.55, -0.62, 0.52)
H (2.11, 1.00, -0.05)
H (2.87, -0.67, -0.45)

These are the Löwdin partial charges, in e, on atoms 1 to 5: atom 1 (C): -0.07, atom 2 (C): -0.29, atom 3 (N): 0.12, atom 4 (H): 0.08, atom 5 (H): 0.08


Stability, lowest: <w>


<w>
DFT (wB97M-V/def2-TZVPD) results for C5H5NS in the gas phase.

Computed properties:
* HOMO energy (alpha / beta): -7.42 / -7.42 eV
* gap between HOMO and LUMO (alpha / beta): 8.03 / 8.03 eV
* LUMO level (alpha / beta): 0.6 / 0.6 eV

CARTESIAN COORDINATES (ANGSTROEM)
C (0.01, -1.20, 2.06)
C (-0.77, -0.54, 0.06)
C (1.28, 0.16, 0.11)
C (-0.86, 0.41, -1.06)
C (0.62, 0.84, -1.05)
N (-0.93, -1.02, 1.18)
S (1.57, -0.44, 1.54)
H (-0.08, -1.80, 2.94)
H (-1.14, -0.10, -1.99)
H (-1.56, 1.23, -0.88)
H (0.74, 1.92, -0.94)
H (1.13, 0.54, -1.97)

These are the Löwdin partial charges, in e, on atoms 1 to 5: atom 1 (C): -0.43, atom 2 (C): -0.09, atom 3 (C): -0.46, atom 4 (C): -0.17, atom 5 (C): -0.26


<x>
DFT (wB97M-V/def2-TZVPD) results for C5H5NS in the gas phase.

Computed properties:
* HOMO energy: -9.31 eV
* gap between HOMO and LUMO: 7.64 eV
* LUMO level: -1.7 eV

CARTESIAN COORDINATES (ANGSTROEM)
C (0.28, 1.33, 0.03)
C (0.20, -0.17, 0.06)
C (1.54, -0.83, 0.14)
C (-0.94, -0.94, -0.20)
C (-2.20, -0.25, -0.34)
H (0.96, 1.62, -0.87)
H (-0.70, 1.71, -0.04)
H (0.65, 1.59, 1.07)
H (1.53, -1.96, 0.65)
H (-0.99, -2.08, -0.10)
N (-3.32, 0.06, -0.13)
S (2.99, -0.08, -0.27)

These are the Löwdin partial charges, in e, on atoms 1 to 5: atom 1 (C): -0.10, atom 2 (C): -0.38, atom 3 (C): -0.58, atom 4 (C): -0.05, atom 5 (C): -0.23


<y>
DFT (wB97M-V/def2-TZVPD) results for C5H5NS in the gas phase.

Computed properties:
* HOMO energy (alpha / beta): -8.48 / -8.48 eV
* gap between HOMO and LUMO (alpha / beta): 8.01 / 8.01 eV
* LUMO level (alpha / beta): -0.5 / -0.5 eV

CARTESIAN COORDINATES (ANGSTROEM)
C (0.22, 0.62, -1.41)
C (0.08, -0.65, -1.74)
C (0.46, 1.35, 1.82)
C (-0.28, -1.92, -1.81)
C (-0.41, 0.83, 2.64)
N (1.27, 1.17, -0.72)
S (1.70, 1.28, 0.77)
H (-0.43, 1.25, -1.97)
H (0.22, -2.70, -2.48)
H (-1.14, -2.43, -1.25)
H (-1.28, 1.32, 3.07)
H (-0.42, -0.11, 3.09)

These are the Löwdin partial charges, in e, on atoms 1 to 5: atom 1 (C): -0.29, atom 2 (C): -0.11, atom 3 (C): -0.42, atom 4 (C): -0.04, atom 5 (C): -0.06


<z>
DFT (wB97M-V/def2-TZVPD) results for C5H5NS in the gas phase.

Computed properties:
* HOMO energy: -8.56 eV
* gap between HOMO and LUMO: 7.81 eV
* LUMO level: -0.7 eV

CARTESIAN COORDINATES (ANGSTROEM)
C (1.79, 0.81, -0.21)
C (0.46, 0.36, -0.21)
C (-0.87, 0.88, -0.01)
C (-1.91, 0.08, 0.12)
C (-1.17, -1.25, -0.02)
H (2.27, -1.54, 0.41)
H (2.05, 1.94, -0.32)
H (-1.26, 1.87, 0.23)
H (-2.93, 0.42, 0.42)
H (-1.67, -2.16, -0.15)
N (0.16, -1.06, -0.32)
S (3.09, -0.35, 0.08)

These are the Löwdin partial charges, in e, on atoms 1 to 5: atom 1 (C): -0.41, atom 2 (C): -0.37, atom 3 (C): -0.15, atom 4 (C): -0.06, atom 5 (C): -0.07


Stability, lowest: <y>


<w>
DFT (wB97M-V/def2-TZVPD) results for C3H6O3S in the gas phase.

Computed properties:
* HOMO energy: -9.62 eV
* gap between HOMO and LUMO: 10.10 eV
* LUMO level: 0.5 eV

CARTESIAN COORDINATES (ANGSTROEM)
C (1.11, 0.60, 0.22)
C (-1.28, 0.57, 0.98)
C (-0.37, 0.43, -0.23)
O (1.58, 1.63, 0.67)
O (-0.59, 1.41, -1.14)
O (1.99, -0.39, -0.24)
S (3.63, -0.06, -0.27)
H (-0.95, 1.29, 1.71)
H (-2.22, 0.85, 0.52)
H (-1.48, -0.36, 1.51)
H (-0.48, -0.63, -0.61)
H (-0.06, 2.12, -0.86)
H (4.02, 0.09, 1.05)

These are the Löwdin partial charges, in e, on atoms 1 to 5: atom 1 (C): -0.45, atom 2 (C): -0.03, atom 3 (C): -0.38, atom 4 (O): 0.06, atom 5 (O): 0.04


<x>
DFT (wB97M-V/def2-TZVPD) results for 2 unconnected molecules or ions with the total composition C3H6O3S.

Computed properties:
* HOMO energy (alpha / beta): -8.55 / -7.88 eV
* gap between HOMO and LUMO (alpha / beta): 8.61 / 7.21 eV
* LUMO level (alpha / beta): 0.1 / -0.7 eV

CARTESIAN COORDINATES (ANGSTROEM)
C (0.80, 0.75, -1.10)
C (-0.36, -0.28, 2.07)
C (0.84, -0.09, 1.16)
O (-1.22, -0.24, -3.82)
O (1.70, 1.44, -1.39)
O (0.30, 0.02, -0.22)
S (-1.67, 0.70, -2.53)
H (-1.01, 0.59, 2.03)
H (-0.93, -1.15, 1.75)
H (-0.03, -0.43, 3.09)
H (1.51, -0.95, 1.18)
H (1.39, 0.82, 1.39)
H (-1.31, -1.17, -3.59)

These are the Löwdin partial charges, in e, on atoms 1 to 5: atom 1 (C): -0.41, atom 2 (C): -0.06, atom 3 (C): -0.16, atom 4 (O): -0.61, atom 5 (O): 0.16


Stability, lowest: <x>


<w>
DFT (wB97M-V/def2-TZVPD) results for 14 unconnected molecules or ions with the total composition C3H33O14.

Computed properties:
* HOMO energy: -5.25 eV
* net charge: -1
* gap between HOMO and LUMO: 6.80 eV
* LUMO level: 1.5 eV

CARTESIAN COORDINATES (ANGSTROEM)
C (-3.42, -28.60, 7.18)
C (-2.08, -28.30, 7.78)
C (-0.99, -29.28, 7.48)
O (-1.66, -26.97, 7.52)
H (-3.42, -29.04, 6.21)
H (-4.05, -27.74, 7.14)
H (-3.90, -29.29, 7.90)
H (-2.20, -28.42, 8.84)
H (-0.02, -28.76, 7.19)
H (-1.16, -30.00, 6.63)
H (-0.72, -29.91, 8.31)
O (-0.12, -24.63, 4.89)
H (0.27, -23.98, 5.50)
H (-0.51, -25.35, 5.40)
O (-5.16, -27.71, 9.68)
H (-4.30, -27.55, 9.28)
H (-5.62, -28.41, 9.15)
O (-2.90, -26.03, 9.60)
H (-2.52, -26.56, 8.90)
H (-2.48, -26.18, 10.45)
O (1.49, -26.75, 7.07)
H (1.57, -27.44, 6.35)
H (2.09, -27.10, 7.76)
O (-6.29, -25.83, 8.12)
H (-6.28, -26.03, 7.16)
H (-5.74, -26.52, 8.54)
O (-7.09, -28.95, 7.89)
H (-6.52, -29.05, 7.11)
H (-7.95, -28.96, 7.54)
O (-0.13, -24.82, 8.04)
H (-0.88, -25.39, 8.07)
H (0.40, -25.55, 7.70)
O (0.07, -27.13, 9.94)
H (-0.28, -27.35, 9.07)
H (-0.62, -27.16, 10.60)
O (-3.62, -25.31, 6.31)
H (-4.50, -25.60, 6.02)
H (-3.24, -26.17, 6.38)
O (-6.22, -26.32, 5.45)
H (-6.11, -27.28, 5.44)
H (-6.97, -26.26, 4.82)
O (-6.13, -28.95, 5.12)
H (-6.98, -29.14, 4.67)
H (-5.43, -29.25, 4.53)
O (-1.41, -27.63, 4.85)
H (-1.34, -27.52, 5.77)
H (-1.44, -28.56, 4.66)
O (-1.70, -30.26, 4.28)
H (-0.95, -30.78, 4.01)
H (-1.75, -30.43, 5.22)

These are the Löwdin partial charges, in e, on atoms 1 to 5: atom 1 (C): -0.05, atom 2 (C): -0.59, atom 3 (C): -0.05, atom 4 (O): -0.32, atom 5 (H): 0.05


<x>
DFT (wB97M-V/def2-TZVPD) results for 14 unconnected molecules or ions with the total composition C3H33O14.

Computed properties:
* HOMO energy: -4.97 eV
* net charge: -1
* gap between HOMO and LUMO: 7.25 eV
* LUMO level: 2.3 eV

CARTESIAN COORDINATES (ANGSTROEM)
C (-0.95, 1.27, 1.09)
C (0.16, 0.37, 0.55)
C (1.46, 0.36, 1.31)
O (-0.24, -0.97, 0.34)
H (-0.66, 2.35, 1.39)
H (-1.35, 0.85, 2.01)
H (-1.81, 1.32, 0.56)
H (0.51, 0.80, -0.44)
H (2.22, -0.38, 0.94)
H (1.44, 0.27, 2.39)
H (1.84, 1.37, 1.13)
O (-2.35, -3.24, 1.06)
H (-2.63, -2.46, 0.52)
H (-3.28, -3.43, 1.25)
O (-4.48, 0.67, 2.58)
H (-5.13, 1.22, 2.10)
H (-3.95, 1.25, 3.11)
O (-3.20, -0.82, 0.48)
H (-2.25, -0.51, 0.52)
H (-3.59, -0.29, 1.17)
O (4.24, 1.93, -1.11)
H (3.62, 1.51, -1.70)
H (3.83, 1.94, -0.29)
O (3.50, -2.69, 1.30)
H (4.15, -3.36, 1.30)
H (3.92, -2.10, 0.72)
O (0.82, -2.69, 2.03)
H (1.70, -2.65, 1.66)
H (0.27, -1.90, 1.67)
O (1.25, 3.14, -1.53)
H (0.49, 3.69, -1.45)
H (0.90, 2.26, -1.55)
O (1.66, -1.87, -1.25)
H (2.22, -1.14, -1.14)
H (0.98, -1.70, -0.64)
O (4.58, -1.07, -0.34)
H (5.30, -0.48, -0.17)
H (4.81, -1.71, -1.00)
O (-3.33, 3.22, -0.21)
H (-2.53, 3.66, -0.07)
H (-3.12, 2.42, -0.60)
O (-1.62, -1.42, -2.12)
H (-1.35, -1.16, -1.19)
H (-1.19, -2.29, -2.11)
O (0.02, 0.85, -2.72)
H (0.83, 0.47, -2.57)
H (-0.41, 0.15, -3.19)
O (-2.73, 1.20, -2.00)
H (-1.83, 1.51, -1.97)
H (-2.78, 0.28, -1.86)

These are the Löwdin partial charges, in e, on atoms 1 to 5: atom 1 (C): -0.06, atom 2 (C): -0.55, atom 3 (C): -0.07, atom 4 (O): -0.32, atom 5 (H): 0.12


Stability, lowest: <w>